one.
The following is a quantum chemistry calculation of a 2-piece molecular cluster, C2H4NP overall, from the Open Molecules 2025 dataset.

The total charge is 0. As for the HOMO energy: -8.687 eV. The HOMO-LUMO gap is 8.77 eV.

The geometry in XYZ format:
```
8
Properties=species:S:1:pos:R:3:lowdin_charge:R:1
C 1.070 0.155 -1.114 -0.080
C -0.090 -0.347 -0.807 -0.102
N -0.787 0.596 0.837 -0.440
P -1.249 -0.441 1.907 0.625
H 1.741 -0.349 -1.942 0.105
H 1.428 1.048 -0.847 0.002
H -0.800 -1.237 -0.888 0.070
H -1.313 0.575 2.854 -0.180
```

=====

two.
The following is a quantum chemistry calculation of a 2-piece molecular cluster, C2H4NP overall, from the Open Molecules 2025 dataset.

The total charge is 0. As for the HOMO energy (spin up / spin down): -8.292 / -8.242 eV. The HOMO-LUMO gap (spin up / spin down) is 7.35 / 7.32 eV.

The geometry in XYZ format:
```
8
Properties=species:S:1:pos:R:3:lowdin_charge:R:1
C -0.536 -0.011 0.173 -0.318
C -0.788 1.152 -0.607 -0.095
N -0.331 -0.962 0.782 0.101
P 2.533 -2.217 0.446 0.308
H 1.755 -2.451 1.727 -0.293
H -1.763 0.941 -1.291 0.145
H 0.093 1.481 -1.172 0.082
H -0.964 2.065 -0.058 0.069
```

=====

Relative calculated energies, zero for the most stable structure, unit eV: one 1.103; two 0.000.

=====

one.
The following is a quantum chemistry calculation of one molecule with the formula C3H2F3N, from the Open Molecules 2025 dataset.

The total charge is 0. As for the HOMO energy: -9.251 eV. The HOMO-LUMO gap is 9.74 eV. The structure (SMILES) is C=C=NC(F)(F)F.

The geometry in XYZ format:
```
9
Properties=species:S:1:pos:R:3:lowdin_charge:R:1
C 0.082 -0.228 0.088 0.039
C -1.265 -0.089 0.116 -0.085
N -2.418 0.318 0.240 0.206
C -3.822 0.059 -0.032 -0.606
F -4.436 1.171 -0.571 0.123
F -4.433 -0.243 1.133 0.135
F -3.970 -1.027 -0.783 0.155
H 0.489 -1.063 0.451 0.001
H 0.741 0.312 -0.495 0.032
```

=====

two.
The following is a quantum chemistry calculation of one molecule with the formula C3H2F3N, from the Open Molecules 2025 dataset.

The total charge is 0. As for the HOMO energy: -11.228 eV. The HOMO-LUMO gap is 11.62 eV. The structure (SMILES) is FC(F)(F)C1=NC1.

The geometry in XYZ format:
```
9
Properties=species:S:1:pos:R:3:lowdin_charge:R:1
F -1.808 0.348 -1.498 0.121
C -1.150 0.418 -0.282 -0.514
F -1.875 -0.304 0.556 0.170
F -1.085 1.714 0.204 0.123
C 0.223 -0.098 -0.321 -0.222
N 1.254 -0.308 -1.043 0.228
C 1.313 -0.542 0.455 -0.097
H 1.881 0.255 0.991 0.109
H 1.247 -1.483 0.937 0.082
```

=====

Relative calculated energies, zero for the most stable structure, unit eV: one 0.000; two 0.336.

=====

one.
The following is a quantum chemistry calculation of one molecule with the formula C11H20O2, from the Open Molecules 2025 dataset.

The total charge is 0. As for the HOMO energy: -10.046 eV. The HOMO-LUMO gap is 10.93 eV. The structure (SMILES) is CCCCCCCC/C=C/C(=O)O.

The geometry in XYZ format:
```
33
Properties=species:S:1:pos:R:3:lowdin_charge:R:1
C 4.159 1.555 3.254 -0.120
C 3.861 0.385 2.324 -0.279
C 2.576 0.604 1.529 -0.238
C 2.279 -0.568 0.596 -0.222
C 1.054 -0.347 -0.294 -0.219
C -0.262 -0.384 0.480 -0.216
C -1.488 -0.117 -0.396 -0.221
C -1.769 -1.246 -1.383 -0.195
C -3.003 -1.082 -2.197 -0.056
C -3.838 -0.045 -2.198 -0.015
C -5.018 -0.036 -3.069 -0.545
O -5.344 -0.909 -3.836 0.090
O -5.736 1.094 -2.927 0.097
H 5.077 1.379 3.810 0.066
H 4.273 2.475 2.685 0.070
H 3.348 1.692 3.966 0.070
H 3.769 -0.531 2.912 0.108
H 4.696 0.251 1.632 0.107
H 2.670 1.519 0.939 0.118
H 1.749 0.743 2.228 0.106
H 3.150 -0.728 -0.045 0.111
H 2.136 -1.475 1.187 0.114
H 1.147 0.616 -0.801 0.116
H 1.044 -1.125 -1.059 0.102
H -0.235 0.373 1.265 0.104
H -0.368 -1.358 0.965 0.117
H -2.358 0.005 0.252 0.115
H -1.340 0.816 -0.943 0.118
H -0.931 -1.354 -2.078 0.116
H -1.846 -2.195 -0.841 0.127
H -3.234 -1.905 -2.864 0.122
H -3.711 0.829 -1.580 0.108
H -6.507 1.070 -3.514 0.126
```

=====

two.
The following is a quantum chemistry calculation of C11H20O2 as an isolated structure, from the Open Molecules 2025 dataset.

The total charge is 0. As for the HOMO energy: -9.296 eV. The HOMO-LUMO gap is 9.78 eV.

The geometry in XYZ format:
```
33
Properties=species:S:1:pos:R:3:lowdin_charge:R:1
C -4.393 -1.953 0.651 -0.060
C -3.311 -1.387 -0.453 -0.189
C -2.566 -0.069 0.073 -0.209
C -1.681 0.377 -0.941 -0.378
C -1.060 1.540 -0.615 -0.229
C -0.303 1.530 0.866 -0.187
C 0.809 0.482 0.926 -0.052
H 1.377 0.623 1.609 -0.004
H 0.453 -0.369 0.492 0.071
C 1.975 0.898 -0.329 -0.202
C 3.024 0.199 -0.242 -0.301
C 4.246 0.455 -0.171 0.055
C 5.489 -0.772 -0.116 -0.451
O 6.640 -0.190 0.209 -0.041
O 5.090 -1.893 -0.285 0.195
H 5.815 -2.473 0.024 0.174
H 4.675 1.231 0.102 0.019
H 2.805 -1.103 -0.288 0.208
H 1.571 0.966 -1.367 0.138
H 2.255 2.018 -0.074 0.166
H -0.946 1.349 1.559 -0.001
H 0.046 2.702 1.183 0.172
H -0.466 2.210 -1.218 0.089
H -1.935 2.507 -0.118 0.189
H -0.972 -0.166 -1.372 0.097
H -2.186 0.625 -1.860 0.141
H -2.187 -0.634 1.009 0.147
H -3.415 0.773 0.336 0.179
H -4.086 -1.130 -1.243 0.114
H -2.704 -2.185 -0.656 0.062
H -4.949 -2.707 0.105 0.069
H -3.952 -2.288 1.343 -0.071
H -5.157 -1.169 0.863 0.090
```

=====

Relative calculated energies, zero for the most stable structure, unit eV: one 0.000; two 12.141.

=====

one.
The following is a quantum chemistry calculation of a 2-piece molecular cluster, CH4N4O overall, from the Open Molecules 2025 dataset.

The total charge is 0. As for the HOMO energy: -9.437 eV. The HOMO-LUMO gap is 10.46 eV. The structure (SMILES) is N#[N+][O-].[H]/N=C/N.

The geometry in XYZ format:
```
10
Properties=species:S:1:pos:R:3:lowdin_charge:R:1
N -0.360 0.261 2.378 0.227
N -0.390 1.195 1.771 -0.328
O -0.280 2.031 0.981 0.082
H 2.233 -0.583 -0.239 0.034
N 1.421 -0.088 -0.582 0.056
C 0.347 -0.747 -0.571 -0.447
N -0.827 -0.211 -0.991 0.061
H 0.222 -1.780 -0.114 0.131
H -1.607 -0.795 -1.223 0.083
H -0.758 0.717 -1.411 0.101
```

=====

two.
The following is a quantum chemistry calculation of a 2-piece molecular cluster, CH4N4O overall, from the Open Molecules 2025 dataset.

The total charge is 0. As for the HOMO energy: -8.912 eV. The HOMO-LUMO gap is 9.94 eV.

The geometry in XYZ format:
```
10
Properties=species:S:1:pos:R:3:lowdin_charge:R:1
C 0.904 -1.208 0.475 -0.379
N -0.817 3.115 -1.041 0.059
N -0.307 2.058 -0.757 -0.258
N -0.177 -0.543 0.521 0.017
N 0.398 1.246 -0.500 0.162
O 2.090 -0.623 0.428 0.025
H 1.079 -2.312 0.727 0.139
H -1.837 3.414 -1.033 0.095
H -1.133 -0.950 0.786 0.099
H 1.858 0.229 0.048 0.041
```

=====

three.
The following is a quantum chemistry calculation of a 2-piece molecular cluster, CH4N4O overall, from the Open Molecules 2025 dataset.

The total charge is 0. As for the HOMO energy: -9.179 eV. The HOMO-LUMO gap is 9.59 eV. The structure (SMILES) is [H]/N=N\CO.N#N.

The geometry in XYZ format:
```
10
Properties=species:S:1:pos:R:3:lowdin_charge:R:1
H 1.223 0.739 1.059 0.092
N 1.558 -0.062 0.472 0.009
N 0.933 -0.120 -0.581 -0.076
C -0.291 0.564 -0.770 -0.257
O -1.022 0.467 0.465 -0.044
H -0.099 1.572 -0.920 0.099
H -0.849 0.143 -1.624 0.125
H -0.982 -0.399 0.762 0.041
N 4.215 -0.732 -0.571 0.052
N 3.574 0.020 -0.077 -0.041
```

=====

four.
The following is a quantum chemistry calculation of a 2-piece molecular cluster, CH4N4O overall, from the Open Molecules 2025 dataset.

The total charge is 0. As for the HOMO energy: -9.458 eV. The HOMO-LUMO gap is 8.85 eV.

The geometry in XYZ format:
```
10
Properties=species:S:1:pos:R:3:lowdin_charge:R:1
C -0.649 -0.673 0.004 -0.049
N -2.570 0.827 -0.037 -0.264
N -3.593 1.269 0.130 0.160
N 2.459 1.827 -0.210 -0.005
N -1.406 0.582 0.011 -0.008
O 2.425 0.776 0.390 -0.081
H 0.331 -0.496 0.022 -0.004
H -1.059 -1.208 0.814 0.073
H -0.785 -1.170 -0.932 0.076
H 1.776 2.666 0.132 0.102
```

=====

Relative calculated energies, zero for the most stable structure, unit eV: one 0.000; two 1.811; three 0.275; four 3.719.